# 1
# C9H6N4S

One molecule with the formula C9H6N4S at a distorted geometry (ωB97M-V/def2-TZVPD, the OMol25 dataset).

Structure (XYZ):
```
20
Properties=species:S:1:pos:R:3:forces:R:3
S -0.99468 0.34049 -2.58648 -0.218 0.238 -1.370
C -1.18445 0.14668 -0.89453 -7.541 0.345 0.241
N -2.44825 0.14688 -0.36321 0.200 -0.713 -1.352
C -2.63921 0.13371 1.00131 -1.420 0.345 -3.150
N -1.70699 0.31242 1.82422 0.721 0.015 2.590
C -0.49988 0.36494 1.27517 2.687 1.377 4.652
C 0.60791 0.73703 2.10452 -0.851 -0.647 2.043
C 1.89829 0.67921 1.71231 1.844 0.509 0.910
N 3.17283 0.86990 2.25003 -0.883 0.718 1.972
N 4.22665 0.91231 1.34261 -2.464 -1.064 -0.320
C 3.58629 0.60690 0.24546 1.522 -0.473 -2.443
C 2.18432 0.49639 0.40764 -1.383 -0.690 -3.834
C 1.13866 0.36476 -0.48996 0.495 -0.242 0.478
C -0.22292 0.22546 -0.01490 7.009 -0.009 -2.064
H -1.97661 1.26421 -2.64120 0.035 -0.372 -0.139
H -3.66931 0.10394 1.37485 0.291 -0.177 -0.420
H 0.47108 0.93355 3.14361 -0.776 0.101 0.610
H 3.28449 1.19161 3.18855 0.586 0.175 0.216
H 4.00900 0.29501 -0.74649 0.322 0.907 1.313
H 1.34630 0.45814 -1.54996 -0.176 -0.344 0.067
```
Positions in Å, forces in eV/Å.

ΔE to the lowest compared entry with this formula, charge and spin   54.3 kcal per mole
Net charge   0
HOMO   -8.323 eV
SMILES string   Sc1ncnc2cc3[nH]ncc3cc12
HOMO-LUMO gap   7.66 eV
Lowest unoccupied orbital energy   -0.6584 eV


# 2
# C32H28N3O4SYb

C32H28N3O4SYb as an isolated structure at a distorted geometry (ωB97M-V/def2-TZVPD, the OMol25 dataset).

Structure (XYZ):
```
69
Properties=species:S:1:pos:R:3:forces:R:3
Yb -0.25254 -0.44096 0.91133 1.534 2.068 1.877
O -4.08166 -4.06468 -3.83913 0.036 -0.060 -0.012
C -4.25398 -2.90348 -3.41531 0.205 -1.323 -0.288
O -5.22764 -2.15754 -3.54600 -0.173 0.759 0.226
C -3.01342 -2.38359 -2.70229 0.039 0.213 0.465
C -2.48930 -1.13337 -3.37540 0.415 -0.227 -0.481
C -1.82723 -0.15462 -2.42707 0.538 -0.423 -0.102
N -0.52551 -1.85453 -1.08488 -0.574 -0.300 2.873
C -1.50884 -2.64943 -0.70067 0.155 1.250 -1.127
C -2.57731 -3.00433 -1.54922 -1.231 -0.638 -0.895
C -1.60693 -3.10294 0.77280 -0.838 -1.331 0.222
O -2.33582 -4.06692 0.99442 0.707 0.568 -0.100
O -1.00865 -2.38083 1.64806 0.283 0.481 -0.589
H -3.27643 -0.65368 -3.95066 -0.318 -0.137 0.271
H -1.49016 0.71668 -2.99998 0.050 -0.150 0.012
H -3.15588 -3.88318 -1.21732 0.258 0.652 -0.202
S -1.26867 -1.71594 -4.72435 -0.441 0.219 0.741
C -0.05293 -0.43415 -4.82616 0.474 0.790 0.746
C 0.10065 0.27124 -6.02401 0.578 -0.088 -0.152
C 1.18960 1.12274 -6.25775 -0.163 0.080 0.016
C 2.16510 1.31080 -5.26384 -0.151 -0.440 -0.390
C 2.03522 0.62323 -4.06596 -0.396 0.171 1.022
C 0.85512 -0.13586 -3.74163 0.258 1.314 -1.373
N 0.66650 -0.53482 -2.46805 -1.296 -1.854 0.649
C -0.53244 -0.89809 -2.00693 1.429 1.659 -2.030
C -2.69793 0.37712 -1.28342 -1.650 -0.319 0.288
C -4.10935 0.39780 -1.31849 0.443 -0.651 -1.555
C -4.89523 0.86560 -0.26936 -0.083 0.028 0.028
C -4.23797 1.32487 0.86038 0.164 0.560 0.270
C -2.83093 1.34542 0.89639 -2.192 0.180 0.684
C -2.09938 0.84507 -0.13637 3.484 -0.835 0.178
H -0.64220 0.13350 -6.80577 0.122 -0.084 0.095
H 1.27130 1.62662 -7.22737 -0.055 -0.114 0.433
H 3.02229 1.98196 -5.45168 -0.491 -0.537 0.185
H 2.78527 0.74218 -3.25536 -0.648 -0.041 -0.639
H -4.57126 -0.04077 -2.20541 -0.324 0.169 0.218
H -6.00276 0.86934 -0.33307 0.901 -0.143 -0.004
H -4.79127 1.69989 1.72069 -0.036 -0.073 -0.139
H -2.38301 1.74243 1.79595 0.329 -0.002 0.212
C 2.67602 -1.23264 0.36432 -0.852 0.197 0.388
C 3.18936 0.20085 0.56871 0.132 0.773 1.003
C 2.39344 1.29189 -0.19422 -0.749 -0.726 -0.093
C 3.29899 0.58421 2.06129 -0.371 -0.317 -0.035
C 4.53411 0.84316 2.60834 -0.003 0.005 0.139
C 4.66620 1.21553 3.94629 1.090 0.254 0.683
C 3.55975 1.29314 4.80622 -0.561 -0.168 -0.456
C 2.27957 1.03612 4.33052 0.683 -0.300 -0.151
C 1.07770 1.09423 5.26989 0.316 0.167 0.115
C 0.32338 -0.24300 5.45985 0.556 0.075 -0.607
C 0.06487 2.20028 4.90439 -0.274 -0.474 -0.287
C 2.08143 0.72698 2.90314 4.169 0.846 1.815
N 0.92704 0.71295 2.45157 -6.116 -2.542 -4.311
H 2.13047 -1.34908 -0.58109 0.091 -0.067 0.047
H 2.03252 -1.55002 1.22074 0.223 0.139 -0.334
H 3.48934 -1.94699 0.37136 0.183 -0.179 -0.003
H 4.22646 0.22182 0.20036 -0.248 0.010 -0.098
H 1.52732 1.64560 0.41156 0.612 -0.140 -0.235
H 1.98066 0.89170 -1.14368 0.410 0.390 0.370
H 3.03762 2.14271 -0.38133 0.057 0.219 -0.135
H 5.43363 0.75855 1.97484 -0.362 0.072 0.302
H 5.66463 1.43419 4.34001 -0.272 -0.077 -0.091
H 3.68802 1.57147 5.86531 0.054 -0.139 -0.448
H 1.52290 1.37195 6.23988 -0.166 -0.038 -0.036
H -0.19021 -0.44129 4.51412 -0.138 -0.131 0.253
H -0.38213 -0.18827 6.28779 -0.195 0.086 0.006
H 0.99615 -1.09314 5.64424 -0.008 0.307 0.008
H -0.56489 1.88273 4.05109 0.414 0.168 0.451
H 0.57232 3.11788 4.61614 0.079 0.115 0.004
H -0.58111 2.40370 5.76128 -0.094 0.080 0.099
```
Positions in Å, forces in eV/Å.

Spin multiplicity   2
Net charge   -2
HOMO (spin up / spin down)   -0.798 / -0.769 eV
Expectation value of S²   0.75
HOMO-LUMO gap (spin up / spin down)   3.77 / 3.74 eV
Lowest unoccupied orbital energy (spin up / spin down)   2.9739 / 2.9744 eV


# 3
# C27H24F3O7S2V

C27H24F3O7S2V as an isolated structure (ωB97M-V/def2-TZVPD, the OMol25 dataset).

Structure (XYZ):
```
64
Properties=species:S:1:pos:R:3:forces:R:3
V 0.08717 0.02319 -0.97514 0.004 -0.089 0.170
O -0.16144 1.08180 2.25231 -0.042 0.069 -0.150
C 1.21254 0.91616 2.55820 0.065 -0.002 -0.005
C 2.09403 0.85338 1.26281 0.175 0.112 0.087
O 3.30216 0.73436 1.40982 -0.134 -0.065 -0.026
O 1.46502 1.00097 0.16262 -0.014 -0.095 -0.126
C 1.29565 -0.37737 3.36289 -0.042 -0.024 -0.017
C 1.97961 -1.50673 2.93407 -0.002 0.037 -0.010
C 1.91716 -2.68487 3.66929 0.008 -0.030 0.000
C 1.17481 -2.74796 4.83782 0.011 -0.007 0.003
C 0.49515 -1.61822 5.27699 -0.003 0.000 0.016
C 0.56011 -0.44461 4.54513 -0.021 0.010 -0.014
C 1.71589 2.10544 3.37510 -0.023 -0.008 0.023
C 2.91554 2.02248 4.07761 0.007 -0.006 0.012
C 3.38742 3.11001 4.79339 0.008 -0.011 0.003
C 2.66922 4.29923 4.81593 -0.014 0.025 -0.001
C 1.47689 4.38845 4.11520 0.009 0.014 0.019
C 1.00145 3.29640 3.39933 0.006 -0.030 0.013
H -0.21890 1.45429 1.35265 -0.014 -0.075 -0.028
H 2.56200 -1.46581 2.02464 0.004 -0.018 -0.011
H 2.45163 -3.55942 3.31838 0.000 0.003 0.000
H 1.12835 -3.66867 5.40702 -0.001 0.000 -0.003
H -0.08446 -1.65269 6.19188 0.001 0.000 -0.001
H 0.02647 0.43673 4.88124 0.001 -0.001 -0.002
H 3.48293 1.10197 4.04290 -0.004 0.006 0.001
H 4.32350 3.03136 5.33307 0.000 0.000 0.001
H 3.03952 5.15000 5.37507 0.000 0.001 -0.001
H 0.90960 5.31145 4.12130 0.002 0.002 0.003
H 0.06748 3.36607 2.85829 0.005 -0.014 -0.007
F -0.69202 -1.87783 -5.36885 -0.035 -0.018 0.012
C 0.37556 -1.58132 -4.62108 0.022 -0.025 0.019
F 0.59441 -0.26565 -4.71427 0.004 0.003 0.006
F 1.43150 -2.21751 -5.13628 0.008 -0.006 0.021
S 0.10649 -2.06680 -2.86368 0.358 -0.050 -0.285
O -0.11800 -3.47930 -2.91039 -0.040 -0.015 0.057
O -1.02842 -1.23028 -2.47289 -0.338 0.189 0.145
O 1.31039 -1.58542 -2.19326 0.008 0.037 0.069
O -0.15011 -1.58566 0.35482 0.073 0.251 -0.059
S -1.17166 -2.04389 1.37049 -0.102 -0.079 0.030
C -2.60946 -0.94473 1.27814 0.062 -0.003 0.053
C -3.49737 -1.45688 0.15668 -0.001 -0.019 -0.002
C -3.51340 -2.97370 0.32525 -0.011 0.009 0.001
C -2.05401 -3.38660 0.49178 -0.023 -0.009 0.012
H -2.22521 0.06371 1.13970 0.013 0.030 0.005
H -3.09068 -1.01378 2.25760 -0.005 -0.027 -0.003
H -3.06329 -1.18249 -0.80716 -0.002 0.015 0.003
H -4.49519 -1.02067 0.21863 0.011 0.018 -0.024
H -3.96164 -3.48884 -0.52543 0.007 0.016 -0.007
H -4.08954 -3.23999 1.21625 0.001 -0.016 -0.004
H -1.53923 -3.43380 -0.46947 0.033 -0.011 0.013
H -1.90403 -4.32400 1.02464 -0.011 0.005 0.015
C -1.37992 1.52711 -0.62847 0.026 -0.102 -0.077
C -2.17291 2.43382 -0.42374 -0.028 -0.056 -0.004
C -3.12624 3.46923 -0.16910 -0.004 0.037 0.062
C -3.48322 3.79632 1.14461 0.007 -0.003 -0.015
C -4.40899 4.79450 1.39897 -0.010 0.008 0.012
C -4.99870 5.48935 0.35113 -0.004 0.006 0.001
C -4.65081 5.17491 -0.95596 -0.015 0.016 -0.001
C -3.72582 4.17724 -1.21589 0.001 -0.011 0.000
H -3.01741 3.25562 1.95910 0.003 0.002 -0.001
H -4.66964 5.03373 2.42288 -0.002 0.001 -0.001
H -5.72116 6.27064 0.55139 0.000 0.000 0.000
H -5.10356 5.71226 -1.78050 0.000 0.001 0.001
H -3.45313 3.93059 -2.23352 0.002 -0.001 0.000
```
Positions in Å, forces in eV/Å.

ΔE to the lowest compared entry with this formula, charge and spin   0.0 kcal per mole
Spin multiplicity   4
Net charge   -1
HOMO (spin up / spin down)   -4.521 / -5.774 eV
Expectation value of S²   3.76
HOMO-LUMO gap (spin up / spin down)   6.83 / 8.08 eV
Lowest unoccupied orbital energy (spin up / spin down)   2.3039 / 2.3024 eV


Question: Which value of net charge does entry 3 give?
Answer: -1


Question: Which value of net charge does entry 2 give?
Answer: -2